No. 1
# C14H12N2O4SeSn

C14H12N2O4SeSn as an isolated structure at a distorted geometry (wB97M-V/def2-TZVPD, the OMol25 dataset).

Last column: Mulliken charge in e.
Atoms and positions in Å:
Sn  -1.319  -0.527  -0.669  1.06
C  -0.167  -2.116  -1.899  0.23
O  0.651  -2.932  -1.903  -0.07
C  -4.225  -1.064  -1.724  0.10
O  -5.181  -1.537  -2.145  -0.10
C  -1.823  1.637  -2.440  0.20
O  -1.873  2.578  -3.105  -0.10
C  -2.669  -1.494  1.554  0.17
O  -2.914  -1.854  2.618  -0.11
C  -3.959  3.088  1.557  -0.72
H  -3.820  2.829  2.589  0.31
H  -3.561  3.979  1.114  0.34
C  -4.689  2.294  0.809  -0.46
H  -4.844  2.573  -0.229  0.28
H  -5.099  1.410  1.287  0.28
C  1.548  1.458  -1.358  -0.88
N  1.831  0.812  -0.078  0.29
C  0.889  0.749  0.925  -0.47
Se  -0.768  1.687  0.932  -0.06
N  1.350  -0.190  1.815  0.00
C  2.488  -0.851  1.294  0.77
C  3.019  -2.086  1.670  -0.83
C  3.868  -2.685  0.717  -0.48
C  4.122  -2.079  -0.542  -0.68
C  3.595  -0.821  -0.895  -0.69
C  2.795  -0.223  0.083  0.68
H  2.491  1.653  -1.888  0.38
H  1.072  2.418  -1.140  0.37
H  0.870  0.879  -2.021  0.24
H  0.742  -0.591  2.549  0.32
H  2.762  -2.505  2.663  0.41
H  4.329  -3.647  0.967  0.43
H  4.737  -2.592  -1.283  0.43
H  3.752  -0.251  -1.829  0.35

- net charge = +2
- ΔE to the lowest compared entry with this formula, charge and spin (kcal per mole) = 23.41
- multiplicity = 1
- F_max (eV/Å) = 7.60



No. 2
# C4H9IO2

One molecule with the formula C4H9IO2 at a distorted geometry (wB97M-V/def2-TZVPD, the OMol25 dataset).

Last column: Mulliken charge in e.
Atoms and positions in Å:
C  1.753  1.421  0.416  -1.27
C  0.365  1.381  -0.338  -0.25
O  0.024  0.136  -0.893  -0.36
C  -0.862  -0.815  0.081  0.46
C  -1.086  -2.112  -0.726  -1.33
O  -0.303  -1.074  1.273  -0.43
I  -2.749  0.265  0.314  0.02
H  1.701  1.502  1.573  0.32
H  2.300  0.580  0.246  0.37
H  2.182  2.260  0.129  0.46
H  0.506  2.115  -1.230  0.30
H  -0.437  1.878  0.209  0.23
H  -1.828  -1.909  -1.496  0.37
H  -1.573  -2.942  -0.199  0.37
H  -0.110  -2.375  -0.887  0.38
H  0.117  -0.311  1.528  0.37

- ΔE to the lowest compared entry with this formula, charge and spin (kcal per mole) = 27.73
- SMILES = CCO[C@@](C)(O)I
- multiplicity = 1
- F_max (eV/Å) = 6.08



No. 3
# C4H4O2

One molecule with the formula C4H4O2 (wB97M-V/def2-TZVPD, the OMol25 dataset).

Last column: Mulliken charge in e.
Atoms and positions in Å:
O  -2.115  -0.735  1.073  -0.47
C  -1.328  -0.220  0.088  -0.30
C  -0.255  -0.787  -0.429  0.22
C  0.981  -0.894  -0.769  -0.42
C  1.954  -0.054  -0.359  0.10
O  1.646  1.239  -0.184  -0.41
H  -2.942  -0.241  1.086  0.35
H  -1.605  0.749  -0.328  0.34
H  2.990  -0.292  -0.151  0.34
H  0.673  1.237  -0.029  0.25

- ΔE to the lowest compared entry with this formula, charge and spin (kcal per mole) = 87.65
- SMILES = OC=C=C=CO
- multiplicity = 1
- F_max (eV/Å) = 0.52



No. 4
# C3H6O2

C3H6O2 as an isolated structure at a distorted geometry (wB97M-V/def2-TZVPD, the OMol25 dataset).

Last column: Mulliken charge in e.
Atoms and positions in Å:
C  1.207  -0.381  -0.017  -1.19
C  -0.121  0.311  -0.131  0.46
O  -0.224  1.264  -1.135  -0.56
C  -1.339  -0.554  0.080  -0.07
O  -2.303  -0.601  -0.636  -0.44
H  2.017  0.352  -0.056  0.26
H  1.232  -0.919  0.934  0.36
H  1.339  -1.083  -0.844  0.35
H  -0.232  1.029  0.927  0.19
H  -0.309  1.694  -0.161  0.33
H  -1.268  -1.112  1.038  0.30

- ΔE to the lowest compared entry with this formula, charge and spin (kcal per mole) = 80.54
- multiplicity = 1
- F_max (eV/Å) = 4.91



Number 1: E_HOMO -0.560 hartree, molar mass 469.93 g mol⁻¹. Number 2: E_HOMO -0.348 hartree, molar mass 216.02 g mol⁻¹. Number 3: E_HOMO -0.295 hartree, molar mass 84.07 g mol⁻¹. Number 4: E_HOMO -0.366 hartree, molar mass 74.08 g mol⁻¹.